Model i:
23
Properties=species:S:1:pos:R:3:lowdin_charge:R:1 method="wB97M-V/def2-TZVPD" e_lumo_ha=0.0366 charge=0 orbital_gap_ev=9.33
C -1.2916 -1.6361 -0.7319 -0.249
C 0.3314 1.8265 1.3185 -0.039
N 0.7005 -0.6812 1.1058 0.096
H -0.0315 2.7010 0.7544 0.087
N -2.1354 -0.5859 -0.2983 -0.086
C -1.6208 0.1465 0.8233 -0.167
H -2.4565 -0.0065 -1.0749 0.119
H -0.1407 -0.6380 -2.2356 0.114
C 2.0604 0.4200 -0.8749 -0.016
H 1.7889 0.9326 -1.7847 0.071
H 0.6963 -1.9686 -1.5774 0.109
H -1.8572 -0.4283 1.7587 0.132
C 0.7693 -0.2290 -0.2818 -0.403
H -1.0931 -2.3050 0.1372 0.123
C 0.0642 -1.1394 -1.2778 -0.129
H 2.5807 1.0784 -0.2071 0.052
H -1.7945 -2.2396 -1.5023 0.114
H 1.4001 1.9369 1.4237 0.057
H 1.5233 -0.4148 1.6807 0.115
H -2.2121 1.0701 0.9199 0.116
C -0.1090 0.4902 0.7473 -0.389
H 2.8006 -0.3522 -1.1843 0.088
H 0.0266 2.0223 2.3616 0.085

Model ii:
23
Properties=species:S:1:pos:R:3:lowdin_charge:R:1 method="wB97M-V/def2-TZVPD" e_lumo_ha="-0.0112 / -0.0111" charge=0 orbital_gap_ev="7.63 / 7.63"
N 0.9652 1.6303 1.1429 0.080
C -1.6547 0.8772 -0.3772 -0.064
H 2.3300 -0.1858 1.7802 0.093
C -0.6649 -1.3816 -0.6205 -0.030
C 1.2705 -0.2483 -2.0367 -0.017
C 1.0062 0.5394 0.4361 -0.549
H 1.9259 1.6858 -1.3433 0.096
H -1.3279 -1.4999 -1.4715 0.097
H 1.4134 -0.4583 -3.0812 0.066
H -0.5489 -1.3417 2.0589 0.074
H -0.3584 -2.3106 -0.1510 0.093
H 2.2620 -1.0992 0.3487 0.082
H 0.4559 -1.0793 -1.5101 0.052
H -2.7011 0.5660 -0.4225 0.087
H 0.3779 2.3354 0.7062 0.032
C -0.8060 -0.2377 0.2083 -0.468
N 1.7760 -0.5004 0.9960 0.091
H -0.9215 0.3681 2.2649 0.074
H -2.2033 -0.7596 1.7644 0.085
H -1.3318 1.1374 -1.3854 0.081
C -1.1427 -0.5197 1.6679 -0.071
H -1.6085 1.7705 0.2467 0.073
C 1.4867 0.7120 -1.2217 -0.059

Model iii:
23
Properties=species:S:1:pos:R:3:lowdin_charge:R:1 method="wB97M-V/def2-TZVPD" e_lumo_ha=0.0347 charge=0 orbital_gap_ev=9.16
H 1.0396 -3.1688 -0.2191 0.110
H -0.0126 2.7296 1.0300 0.073
C 0.0224 -1.1903 -0.1360 -0.315
H -1.5491 0.4050 -2.1374 0.120
H 0.8924 2.7558 -0.2490 0.048
C 0.9737 -2.1837 0.3738 -0.118
H 0.8926 -2.5389 1.3484 0.044
N -0.0564 2.6752 -0.0046 0.089
H -2.4784 0.3105 0.5304 0.102
N 0.6794 0.3189 1.8469 0.040
C -1.5419 0.8581 0.7353 -0.022
H -1.7128 1.6728 1.5752 0.138
H 0.1991 -0.2007 2.6495 0.108
H -1.0309 -1.7052 -0.0653 0.170
C -0.5060 1.3046 -0.2460 -0.441
H 1.6863 -0.1783 1.6832 0.134
H 1.2464 -0.2250 -1.8402 0.119
H 2.0527 -1.8199 0.3553 0.095
C -0.6032 0.6190 -1.5844 -0.189
H -0.0526 -1.3173 -2.3733 0.127
C -0.1570 0.0818 0.7199 -0.410
C 0.2456 -0.5853 -1.5686 -0.170
H -0.2292 1.3822 -2.4242 0.150

Model iv:
23
Properties=species:S:1:pos:R:3:lowdin_charge:R:1 method="wB97M-V/def2-TZVPD" e_lumo_ha=0.0365 charge=0 orbital_gap_ev=8.93
H 1.7624 0.3682 1.5994 0.118
C -0.5418 0.5584 0.6201 -0.166
H -3.7738 0.4900 -0.4781 0.077
H 1.2290 1.4717 -1.6602 0.151
C -1.3459 -0.9942 -0.7528 -0.092
H 1.7586 1.9771 0.1862 0.028
H -0.2441 1.3787 -0.2809 0.122
C 2.3958 0.0536 -0.2349 -0.333
H -0.3806 1.2632 1.7245 0.183
C 1.9805 1.4023 -0.6413 -0.153
N -1.8372 -0.1086 0.3399 -0.191
H 1.9945 -1.5690 1.2341 0.133
H 3.0343 1.7306 -1.1089 0.114
C -2.8387 0.8735 -0.0172 -0.147
C 1.6724 -0.5383 0.9229 -0.237
H -2.4512 1.7306 -0.7198 0.095
H 2.0466 -0.7959 -1.0248 0.134
H 0.4634 -1.9559 -1.1737 0.082
N 0.2397 -0.8720 0.6674 -0.070
H 3.4242 -0.0920 -0.1237 0.082
H -3.0609 1.4319 1.0011 0.110
C -0.0884 -1.2760 -0.6693 -0.150
H -2.0241 -1.0415 -1.5914 0.109

In terms of stability, model i leads; the second structure lies 33.1 kcal/mol higher.